(1)
One molecule with the formula C9H8FNO at a distorted geometry, computed with wB97M-V/def2-TZVPD.

```
20
Properties=species:S:1:pos:R:3:forces:R:3:lowdin_charge:R:1
C 1.3538 1.4250 -0.8972 -0.05 0.64 -0.05 -0.0067
C 2.2557 0.3952 -0.8530 -0.22 0.96 -0.49 -0.0006
C 0.9316 -0.7911 0.7173 0.98 0.46 -1.19 0.0377
C -0.2179 0.1131 0.5671 -0.17 0.11 -0.60 -0.1996
C 0.2001 1.5114 0.0816 -0.57 -0.53 0.04 -0.2796
C 2.0552 -0.7303 0.0161 -0.63 1.77 0.66 -0.2786
C -1.3629 -0.3109 1.4779 -2.92 2.85 -2.04 0.0201
C -2.2542 -1.2234 -0.9705 1.44 1.05 -0.99 -0.0558
C -1.4162 -0.8144 0.1033 1.55 0.86 0.76 -0.3075
N -0.3336 2.6270 0.4705 0.64 -2.02 -0.61 0.1434
O -1.3124 -2.1054 -0.4369 0.67 -1.02 1.70 0.0363
F 3.1358 -1.5097 0.2255 -0.45 -0.23 -0.16 0.0675
H 1.3388 2.3652 -1.5398 0.84 -1.55 0.62 0.1242
H 3.2124 0.2611 -1.3527 -0.27 0.88 -0.67 0.1183
H 0.8674 -1.6204 1.2968 -0.67 -2.31 2.05 0.1078
H -1.1917 -0.9491 2.2426 0.84 -1.94 2.31 0.0791
H -2.2345 0.3952 1.7007 1.65 -0.62 -0.33 0.1540
H -3.2571 -1.3880 -0.8762 -2.58 -0.71 0.62 0.0945
H -1.9258 -1.0128 -1.9373 0.01 1.02 -1.68 0.1078
H 0.1555 3.3627 -0.0358 -0.09 0.35 0.05 0.0379
```
Positions in Å, forces in eV/Å.

The frontier orbital gap comes out at 8.44 eV. For the total energy, the calculation gives -15712.9030 eV. Its net charge is 0. Its SMILES is [H]/N=C1\C=CC(F)=C[C@@]12C[C@@]21CO1. As for the relative energy (zero: lowest compared OMol25 entry of this formula, charge and spin): 134.17 kcal per mole. The HOMO energy is -8.5 eV. The lowest unoccupied orbital energy is -0.0033 hartree.



(2)
One molecule with the formula C4H9NO, computed with wB97M-V/def2-TZVPD.

```
15
Properties=species:S:1:pos:R:3:forces:R:3:lowdin_charge:R:1
C -1.5299 0.5056 1.8403 -0.07 0.06 0.09 -0.1188
C -0.5529 -0.0719 0.8687 0.12 -0.08 -0.04 -0.1991
C 0.6018 -0.9972 -2.0417 -0.20 -0.10 -0.21 -0.0987
N 0.5021 0.6408 0.4639 -0.08 -0.04 0.02 -0.0098
C 1.4949 0.3564 -0.3700 0.03 0.17 0.01 -0.2435
O 1.5333 -0.8649 -0.9703 0.06 0.08 0.14 -0.1443
H -2.5630 0.2737 1.5521 0.15 0.04 0.05 0.0645
H -1.4576 1.6017 1.8737 0.01 -0.16 -0.01 0.0674
H -1.3992 0.1422 2.8717 0.00 0.04 -0.15 0.0641
H -0.5696 -1.1138 0.5789 -0.03 0.15 0.01 0.0985
H 0.8289 -1.9409 -2.5416 -0.04 0.12 0.07 0.0879
H 0.7055 -0.1685 -2.7521 0.03 -0.12 0.10 0.0886
H -0.4312 -1.0229 -1.6721 0.14 0.03 -0.07 0.0719
H 0.5530 1.5842 0.8376 0.00 -0.10 -0.06 0.1597
H 2.2839 1.0755 -0.5392 -0.11 -0.09 0.05 0.1116
```
Positions in Å, forces in eV/Å.

The frontier orbital gap comes out at 7.20 eV. For the total energy, the calculation gives -7828.6367 eV. Its net charge is 0. As for the relative energy (zero: lowest compared OMol25 entry of this formula, charge and spin): 84.94 kcal per mole. The HOMO energy is -6.2 eV. The lowest unoccupied orbital energy is 0.0367 hartree.



(3)
A 2-piece molecular cluster, Cl2H3N2P overall at a distorted geometry, computed with wB97M-V/def2-TZVPD.

```
8
Properties=species:S:1:pos:R:3:forces:R:3:lowdin_charge:R:1
N -2.0370 0.2360 -1.0150 0.40 0.24 4.30 -0.2973
N 0.6588 -0.2173 -0.6069 0.04 -1.26 -4.56 -0.1687
P -0.8729 -0.8078 -0.9797 0.01 0.78 0.51 -0.3088
Cl -1.0044 -2.5481 0.1523 -0.09 0.39 -0.25 0.1990
Cl -0.7088 -1.5009 -2.8360 0.17 -0.19 -0.36 0.3296
H -1.7026 0.4683 0.6693 -0.74 -0.67 -4.26 0.2075
H 0.7687 -0.3253 0.3315 1.01 -0.26 3.36 -0.0300
H 1.3618 -0.7766 -1.1697 -0.80 0.96 1.26 0.0686
```
Positions in Å, forces in eV/Å.

The frontier orbital gap comes out at 9.25 eV. For the total energy, the calculation gives -37360.8769 eV. Its net charge is 0. As for the relative energy (zero: lowest compared OMol25 entry of this formula, charge and spin): 78.34 kcal per mole. The HOMO energy is -9.9 eV. The lowest unoccupied orbital energy is -0.0247 hartree.



(4)
A 2-piece molecular cluster, C3H11N2 overall at a distorted geometry, computed with wB97M-V/def2-TZVPD.

```
16
Properties=species:S:1:pos:R:3:forces:R:3:lowdin_charge:R:1
C -0.2441 1.1701 -2.2649 1.47 -1.62 0.95 0.0461
N -0.5987 -0.1084 -1.4524 -1.10 0.66 -0.51 0.1209
H 0.7320 1.3429 -1.8059 -0.24 1.30 -0.39 0.0972
H -1.0445 1.8666 -2.1529 -0.10 0.70 0.32 0.1013
H -0.0600 0.9363 -3.3150 -0.32 -0.34 0.13 0.1196
H -0.0693 -0.8990 -1.8244 0.37 -0.08 0.40 0.1660
H -0.4552 0.0096 -0.3279 -0.42 -0.26 -3.39 0.1067
H -1.5716 -0.3342 -1.7091 0.04 -0.08 0.69 0.1706
C 1.5188 -0.1473 1.3823 0.44 2.25 -1.05 0.0520
C -0.7858 -0.8109 1.7835 0.41 2.37 -1.29 0.2245
N 0.0824 -0.1831 1.0683 -0.60 -2.86 4.54 0.0600
H 1.7899 0.6446 2.0953 -0.60 -0.11 0.07 0.1377
H 1.6967 -1.1172 1.8584 0.37 -0.30 -0.52 0.1489
H 2.0247 0.1641 0.4582 0.42 -1.05 0.29 0.1186
H -1.8400 -0.5797 1.6108 -0.14 -0.35 0.09 0.1543
H -0.4762 -1.4186 2.6488 0.01 -0.23 -0.33 0.1754
```
Positions in Å, forces in eV/Å.

The frontier orbital gap (spin up / spin down) comes out at 11.94 / 7.53 eV. For the total energy, the calculation gives -6247.4309 eV. Its net charge is +2. As for the relative energy (zero: lowest compared OMol25 entry of this formula, charge and spin): 69.65 kcal per mole. The expectation value of S² is 0.759. The HOMO energy (spin up / spin down) is -22.1 / -21.9 eV. Its spin multiplicity is 2. The lowest unoccupied orbital energy (spin up / spin down) is -0.3732 / -0.5293 hartree.



(5)
A 2-piece molecular cluster, ClFIPS overall at a distorted geometry, computed with wB97M-V/def2-TZVPD.

```
5
Properties=species:S:1:pos:R:3:forces:R:3:lowdin_charge:R:1
F -0.4697 2.8440 -0.6195 0.03 -1.17 0.87 -0.5299
P -0.3801 1.5626 0.4207 -0.12 1.15 -0.83 0.3266
S -0.3402 -1.6744 0.0101 0.14 0.27 -0.09 -0.1084
Cl -0.6853 -3.6114 0.1537 -0.15 -0.29 0.05 -0.0095
I 1.8753 0.8792 0.0350 0.10 0.04 0.00 0.3213
```
Positions in Å, forces in eV/Å.

The frontier orbital gap (spin up / spin down) comes out at 7.72 / 6.22 eV. For the total energy, the calculation gives -43463.5093 eV. Its net charge is 0. As for the relative energy (zero: lowest compared OMol25 entry of this formula, charge and spin): 80.22 kcal per mole. The HOMO energy (spin up / spin down) is -9.5 / -8.7 eV. The lowest unoccupied orbital energy (spin up / spin down) is -0.0646 / -0.0901 hartree.